C28H29N7NaS | the ωB97M-V functional and the def2-TZVPD basis

Values from the calculation:
Orbital gap = 4.76 eV
E_HOMO = -2.517 eV
Spin multiplicity = 1
Energy relative to the best compared isomer or geometry (same formula, charge and spin) = 48.9 kcal/mol
LUMO = 2.240 eV
Charge = -1

CARTESIAN COORDINATES (ANGSTROEM)
C: -2.02186 0.70164 3.28942
H: -4.10977 -0.60900 -0.73155
H: -1.71614 -3.74326 -1.36790
H: -2.67363 0.38881 -0.85916
H: 0.24464 1.82714 -3.74110
H: -2.47778 -2.16887 2.54479
C: 2.79876 -1.20953 1.07738
S: 1.83319 1.35569 -1.70082
N: 1.65781 -2.15704 -1.47337
H: -2.73369 4.59859 0.41708
H: -0.34916 4.39321 -0.17057
C: 1.31581 -2.57324 -2.69896
C: 3.54981 -0.80542 2.31217
Na: -0.01856 -1.47431 -0.14299
C: 2.95713 -2.15609 -1.12857
H: 5.59810 -1.33389 1.97357
H: -1.31520 4.00721 -1.57328
C: 3.92894 -2.60043 -2.05046
N: -0.39835 2.36218 -0.67490
H: -4.84385 0.08502 1.43910
H: -1.66731 -4.03739 1.08483
C: -1.77654 1.88339 -3.19366
C: 2.97841 0.24735 4.40109
C: 2.20887 -3.01303 -3.65141
C: -2.35200 -1.71505 -1.35560
H: -2.47960 -1.68770 -2.43351
H: 6.29911 -0.45439 4.21261
H: -3.40236 2.61419 -4.41454
N: 3.46370 -1.74251 0.09653
H: -2.03627 3.22987 1.30227
C: -3.81296 0.05763 1.77388
C: 5.26127 -0.40150 3.90505
H: -1.84524 2.56654 -5.24875
C: -2.20187 -1.93619 1.52130
H: 4.64227 0.53956 5.73008
C: 1.30381 -0.32568 2.45177
H: 0.08719 2.08227 0.16660
C: -1.97170 -2.89438 -0.73446
N: 1.48610 -0.90759 1.22204
C: 2.61951 -0.24689 3.16410
C: -2.32988 2.77721 -4.29236
N: -0.34997 2.12794 -2.98408
C: -1.06179 3.66565 -0.57363
C: -1.06796 0.06897 2.57261
C: -1.86830 -3.07077 0.64444
H: 0.25042 -2.54157 -2.91635
H: 4.96170 -2.58471 -1.72908
N: -1.40691 -0.65627 1.39594
N: 0.24942 0.14017 3.02936
C: -2.29322 3.60424 0.30996
C: 4.32076 0.16224 4.76628
H: -1.92888 0.82989 -3.44530
H: 1.86544 -3.33295 -4.62631
C: 4.88241 -0.89481 2.65813
C: -2.83818 -0.70320 0.95447
C: 3.55888 -3.02378 -3.30381
H: 2.23212 0.68209 5.05484
H: -1.70705 1.25032 4.16691
H: -4.14454 1.23476 3.47873
H: 4.30690 -3.36092 -4.01131
C: -3.42144 0.69410 2.87722
H: -2.15964 3.82946 -4.05340
H: -2.30748 2.05186 -2.26424
H: -3.04348 2.92890 -0.10432
C: -3.02285 -0.60779 -0.55636
C: 0.29293 1.98204 -1.78839